Molecular formula: C7H15NO
Method: DFT, wB97M-V/def2-TZVPD

Values from the calculation:
Energy ... -405.590238 Eh
Structure (SMILES) ... CC(C)=C(N)C(C)(C)O
Relative energy (zero: lowest compared OMol25 entry of this formula, charge and spin) ... 92.3 kcal per mole
LUMO ... 0.84 eV
Frontier orbital gap ... 9.12 eV
HOMO level ... -8.280 eV
Total charge ... 0

Last column: natural (NBO) charge in e.
Element x y z (Å)
C -2.49707 -0.81229 -0.84814  -0.6570
C -1.09609 -0.58677 -0.42984  -0.0080
C -0.25075 -2.27054 -0.66583  -0.8070
C -0.45438 0.43510 0.06086  0.1237
N -1.00204 1.69815 0.28936  -0.8273
C 1.18541 0.39720 0.44176  0.2861
C 1.24407 0.68609 1.95009  -0.6291
C 1.85905 1.49821 -0.40311  -0.6403
O 1.73750 -0.80225 0.17642  -0.7523
H -3.07975 -1.27296 -0.04818  0.2198
H -2.57200 -1.45927 -1.72230  0.2208
H -2.97089 0.13688 -1.11619  0.2095
H -1.08065 -2.89121 -0.32251  0.2466
H 0.52270 -2.83449 -0.14608  0.2673
H -0.27009 -2.35579 -1.74753  0.2237
H -1.89509 1.84965 -0.15191  0.3709
H -0.37181 2.47256 0.15717  0.3813
H 0.77790 -0.13724 2.48607  0.2192
H 2.29073 0.73483 2.24500  0.2095
H 0.74495 1.61473 2.21570  0.2105
H 1.64229 1.35178 -1.46160  0.2138
H 1.57573 2.50881 -0.10783  0.1875
H 2.93668 1.40705 -0.25840  0.2240
H 1.02362 -1.36822 -0.59298  0.5069